Model P:
Density functional theory data (the ωB97M-V functional and the def2-TZVPD basis) for an isolated molecule of C9H8O3.

Each line ends with the Löwdin charge.
Cartesian coordinates (Å):
1 O 0.908 1.091 0.048  0.012
2 O -2.560 0.855 0.721  0.161
3 O -0.120 2.690 1.217  0.058
4 C -0.839 2.465 -1.096  0.022
5 C 1.345 -2.480 0.328  -0.052
6 H -1.576 3.324 -0.822  0.131
7 C 0.011 -2.793 0.574  -0.075
8 H -0.047 -3.852 0.834  0.110
9 C 1.785 -1.158 0.109  0.046
10 H -1.309 1.722 -1.723  0.083
11 H 0.577 2.165 1.665  0.130
12 H 2.019 -3.235 0.284  0.073
13 C -0.626 -0.552 0.653  -0.108
14 H 0.156 2.962 -1.456  0.129
15 C -1.409 0.628 0.600  -0.297
16 H -1.906 -2.095 1.250  0.135
17 C -0.955 -1.844 0.798  -0.012
18 H 2.697 -0.946 -0.365  0.105
19 C -0.375 1.801 0.185  -0.498
20 C 0.709 -0.274 0.233  -0.151

- SMILES string: C[C@]1(O)Oc2ccccc2C1=O
- Charge: 0
- Gap between HOMO and LUMO: 8.851 eV
- LUMO energy: -0.201 eV

=====

Model Q:
Density functional theory data (the ωB97M-V functional and the def2-TZVPD basis) for an isolated molecule of C9H8O3.

Each line ends with the Löwdin charge.
Cartesian coordinates (Å):
1 C 0.968 -0.768 0.754  -0.204
2 C -0.498 -0.467 0.889  0.001
3 O -2.498 0.508 0.418  0.138
4 C 1.658 0.735 -1.137  -0.096
5 O -1.982 2.588 -0.313  0.110
6 C 1.262 -0.185 -2.060  0.042
7 H -3.319 -1.662 1.616  0.118
8 H 1.547 -0.027 -3.066  0.037
9 C -0.293 0.916 0.439  -0.043
10 H 1.314 -2.623 1.521  0.072
11 C 1.207 0.671 0.302  -0.200
12 O -2.574 -1.747 1.028  0.115
13 H 0.610 -0.980 -1.882  0.048
14 H -2.540 2.489 -1.085  0.117
15 C 1.805 -1.727 1.150  0.091
16 H 2.104 1.733 -1.361  0.113
17 H 2.830 -1.602 1.132  0.042
18 C -1.489 1.430 0.130  -0.309
19 H 1.763 1.382 0.812  0.115
20 C -1.873 -0.664 0.712  -0.307

- SMILES string: C=C[C@@H]1C(=C)c2c(O)oc(O)c21
- Charge: 0
- Gap between HOMO and LUMO: 8.314 eV
- LUMO energy: 0.583 eV

=====

Tell me which of them is the least stable. Sure, it is model Q.

=====

Model P:
Density functional theory data (the ωB97M-V functional and the def2-TZVPD basis) for C26H24AsN3O2PtS2 as an isolated structure.

Each line ends with the Löwdin charge.
Cartesian coordinates (Å):
1 C 5.546 1.420 -0.417  -0.101
2 H 0.226 4.657 2.188  0.098
3 H 0.874 0.510 1.428  0.037
4 C -0.074 2.023 4.299  -0.086
5 C -5.830 0.275 0.526  -0.088
6 H 6.570 1.078 -0.498  0.099
7 C 2.334 -2.834 0.159  -0.811
8 C 0.418 5.598 -0.964  -0.117
9 As 1.003 2.881 -0.232  1.374
10 C -2.217 0.901 -0.321  -0.598
11 H -4.496 1.933 0.233  0.113
12 H 0.278 -0.033 3.762  0.104
13 N 2.610 -1.745 -0.581  -0.048
14 C 1.610 7.582 -0.314  -0.092
15 C -3.551 -1.295 0.082  -0.585
16 H -0.124 7.581 -1.577  0.102
17 H 3.487 -1.683 -1.081  0.157
18 H 4.194 -3.661 -0.214  0.112
19 Pt -0.333 -1.361 0.086  0.557
20 C 4.921 1.468 0.820  -0.085
21 H 5.336 1.804 -2.521  0.101
22 H 5.457 1.161 1.710  0.103
23 H -0.374 4.135 4.516  0.102
24 H -6.702 0.889 0.701  0.097
25 O -1.130 0.282 -0.693  -0.305
26 C 3.542 2.267 -1.441  -0.137
27 H 3.004 2.571 -2.334  0.099
28 C -4.605 0.859 0.270  -0.029
29 C 2.340 5.427 0.465  -0.113
30 S 0.902 -3.041 1.021  0.629
31 H -0.343 1.799 5.323  0.100
32 C 4.854 1.828 -1.552  -0.094
33 O -2.274 2.117 -0.327  0.020
34 C -3.456 0.101 0.033  -0.148
35 H 3.032 4.827 1.044  0.101
36 S -2.257 -2.466 -0.189  0.550
37 C -4.795 -1.880 0.344  -0.145
38 C 0.611 1.298 2.120  -0.158
39 H -4.858 -2.959 0.396  0.090
40 H 3.308 7.273 0.963  0.101
41 C -0.089 3.334 3.846  -0.080
42 C 0.570 6.979 -1.005  -0.088
43 H -6.871 -1.595 0.755  0.100
44 C 1.300 4.814 -0.228  -0.409
45 H 1.397 -0.535 -1.618  0.117
46 C 0.277 0.997 3.430  -0.074
47 C 0.608 2.609 1.658  -0.389
48 C 2.496 6.804 0.422  -0.086
49 C 2.901 2.325 -0.201  -0.433
50 C 0.251 3.629 2.530  -0.089
51 H 3.137 1.954 1.902  0.099
52 C -5.923 -1.112 0.554  -0.092
53 H 3.094 -4.628 0.706  0.101
54 H 1.732 8.657 -0.347  0.100
55 H -0.398 5.128 -1.500  0.098
56 N 1.729 -0.659 -0.665  -0.026
57 C 3.610 1.920 0.929  -0.113
58 H 2.186 0.189 -0.326  0.055
59 N 3.296 -3.770 0.225  0.102

- Charge: 0
- Gap between HOMO and LUMO: 6.656 eV
- LUMO energy: -0.314 eV

=====

Model Q:
Density functional theory data (the ωB97M-V functional and the def2-TZVPD basis) for C26H24AsN3O2PtS2 as an isolated structure.

Each line ends with the Löwdin charge.
Cartesian coordinates (Å):
1 S 2.068 -2.123 0.304  0.691
2 S 0.192 -1.288 -3.836  0.587
3 C 4.243 -1.240 -5.937  -0.086
4 C -0.617 -1.642 4.061  -0.091
5 H 0.425 0.027 3.213  0.095
6 H -3.057 -1.301 1.102  0.099
7 C -1.275 -0.524 2.024  -0.394
8 C 0.786 -3.107 0.727  -0.861
9 N -0.541 -2.415 -1.140  -0.172
10 H -1.857 -3.272 4.709  0.101
11 C 2.033 -2.115 -5.609  -0.140
12 C -0.409 -0.655 3.103  -0.099
13 H 3.381 4.215 1.859  0.103
14 H -0.764 3.728 0.941  0.097
15 H 3.677 1.758 1.811  0.107
16 O 1.766 0.670 -2.243  -0.269
17 C -2.845 2.286 2.330  -0.109
18 H 1.253 -2.819 -5.874  0.090
19 H -1.307 -1.778 -0.921  0.057
20 C 2.701 2.192 1.636  -0.071
21 H -5.314 3.274 -0.468  0.103
22 H -0.732 -2.954 -1.983  0.070
23 H -3.330 1.895 -0.998  0.094
24 C 4.018 -0.342 -4.907  -0.028
25 H 3.392 -2.842 -7.092  0.100
26 C -2.354 -1.406 1.925  -0.151
27 H -1.116 -3.754 0.309  0.147
28 C -3.956 3.060 2.629  -0.081
29 C -2.566 -2.391 2.878  -0.102
30 H 1.590 -3.730 2.457  0.105
31 C -4.624 2.995 0.319  -0.088
32 C 2.698 0.774 -3.144  -0.598
33 H 0.062 -1.720 4.903  0.106
34 C 2.813 -0.309 -4.208  -0.157
35 C 1.624 1.365 1.359  -0.149
36 C 0.204 3.288 1.143  -0.101
37 C 1.286 4.116 1.412  -0.078
38 Pt 0.806 -0.985 -1.651  0.635
39 C -3.510 2.218 0.021  -0.121
40 C -4.846 3.415 1.622  -0.089
41 H 1.777 0.293 1.308  0.020
42 C 1.800 -1.213 -4.568  -0.594
43 C -2.614 1.859 1.025  -0.421
44 N -0.315 -3.262 -0.047  -0.039
45 N 0.810 -3.845 1.836  0.120
46 O 3.449 1.731 -3.198  0.056
47 H -3.426 -3.046 2.798  0.101
48 H -2.149 2.011 3.114  0.107
49 C -1.690 -2.514 3.953  -0.107
50 H 4.771 0.381 -4.620  0.116
51 H 1.150 5.191 1.415  0.104
52 H 5.191 -1.245 -6.462  0.099
53 H -4.128 3.390 3.647  0.104
54 C 2.535 3.569 1.662  -0.081
55 H 0.035 -4.419 2.125  0.113
56 C 0.362 1.907 1.122  -0.393
57 C 3.238 -2.127 -6.291  -0.096
58 As -1.084 0.757 0.540  1.336
59 H -5.713 4.021 1.856  0.102

- Charge: 0
- Gap between HOMO and LUMO: 6.865 eV
- LUMO energy: -0.304 eV

=====

Tell me which of them is the least stable. Sure, it is model Q.

=====

Model P:
Density functional theory data (the ωB97M-V functional and the def2-TZVPD basis) for an isolated molecule of C2H3F2NS.

Each line ends with the Löwdin charge.
Cartesian coordinates (Å):
1 H -1.561 0.395 1.832  0.102
2 N -1.281 0.481 0.878  0.098
3 H 0.756 -1.017 -1.295  0.146
4 C 0.083 -0.204 -1.000  -0.350
5 F 0.502 0.904 -1.729  0.033
6 H -1.999 0.645 0.166  0.128
7 C -0.098 0.024 0.515  -0.840
8 S 1.108 -0.341 1.574  0.665
9 F -1.153 -0.555 -1.506  0.018

- SMILES string: NC(=S)C(F)F
- Charge: 0
- Gap between HOMO and LUMO: 9.100 eV
- LUMO energy: 0.081 eV

=====

Model Q:
Density functional theory data (the ωB97M-V functional and the def2-TZVPD basis) for a 2-piece molecular cluster, C2H3F2NS overall.

Each line ends with the Löwdin charge.
Cartesian coordinates (Å):
1 H 0.949 0.910 -1.333  0.143
2 F -1.489 -0.143 -0.618  -0.003
3 N 1.282 1.297 -0.353  -0.064
4 C -1.594 -1.207 0.259  -0.921
5 C 1.595 0.582 0.697  -0.053
6 H 0.974 -0.286 0.572  -0.056
7 F -1.349 -2.293 -0.451  0.072
8 S -1.865 -1.085 1.802  0.834
9 H 1.497 2.225 -0.575  0.048

- Charge: 0
- Gap between HOMO and LUMO: 8.209 eV
- LUMO energy: -0.285 eV

=====

Tell me which of them is the least stable. Sure, it is model Q.

=====

Model P:
Density functional theory data (the ωB97M-V functional and the def2-TZVPD basis) for a 2-piece molecular cluster, C3H8N3S overall.

Each line ends with the Löwdin charge.
Cartesian coordinates (Å):
1 N 0.290 0.368 -2.144  0.122
2 H -0.470 -1.290 3.696  0.066
3 H 1.208 -1.204 0.568  0.039
4 C 1.218 -0.257 -1.462  -0.187
5 N -1.707 1.703 -2.539  0.215
6 H 2.054 -0.756 -2.005  0.141
7 H -1.394 2.410 -3.161  0.137
8 C -0.772 0.874 -2.204  -0.127
9 C 0.827 -0.541 -0.165  -0.391
10 H 0.736 -0.080 3.246  0.049
11 H 1.124 -1.621 3.029  0.090
12 N 0.315 -0.984 3.163  0.016
13 S -0.412 0.370 0.679  0.802
14 H -2.633 1.326 -2.663  0.143
15 H -0.385 -0.318 1.962  -0.114

- Charge: +1
- Gap between HOMO and LUMO: 8.437 eV
- LUMO energy: -4.120 eV

=====

Model Q:
Density functional theory data (the ωB97M-V functional and the def2-TZVPD basis) for C3H8N3S as an isolated structure.

Each line ends with the Löwdin charge.
Cartesian coordinates (Å):
1 H 0.448 3.277 -0.076  0.093
2 H 0.481 2.377 1.436  0.139
3 N 0.484 2.413 0.395  0.088
4 H -2.697 -1.853 -0.424  0.098
5 H -3.198 -0.164 -0.894  0.104
6 H 3.764 -0.110 0.425  0.100
7 C -2.482 -0.794 -0.360  -0.014
8 C -0.298 0.271 -0.355  -0.303
9 N -1.062 -0.727 -0.673  -0.049
10 H 3.502 -1.909 0.702  0.011
11 C 3.042 -1.035 0.297  -0.426
12 S 1.565 -1.165 -0.202  0.947
13 N -0.326 1.474 -0.167  0.060
14 H -0.659 -1.579 -0.820  0.037
15 H -2.564 -0.476 0.717  0.116

- Charge: +1
- Gap between HOMO and LUMO: 7.828 eV
- LUMO energy: -5.169 eV

=====

Model R:
Density functional theory data (the ωB97M-V functional and the def2-TZVPD basis) for an isolated ion of composition C3H8N3S and charge +1.

Each line ends with the Löwdin charge.
Cartesian coordinates (Å):
1 S 0.902 -2.064 -0.140  0.981
2 H 3.049 -0.315 0.951  0.113
3 H 0.615 1.399 -0.952  0.171
4 N -2.523 -1.338 0.446  0.135
5 H 1.656 0.384 1.633  0.052
6 N 1.320 -0.512 -0.189  -0.646
7 N -0.914 0.087 -0.633  0.017
8 C 2.117 0.256 0.745  -0.061
9 H 0.703 -0.103 -2.069  0.116
10 H -1.577 0.817 -0.923  0.167
11 H 2.271 1.231 0.210  0.115
12 C -1.421 -1.073 -0.207  -0.225
13 C 0.526 0.244 -1.085  -0.220
14 H -3.386 -0.838 0.359  0.116
15 H -2.800 -2.294 0.830  0.169

- SMILES string: CN([S-])C[NH+]=C=[NH2+]
- Charge: +1
- Gap between HOMO and LUMO: 7.587 eV
- LUMO energy: -5.393 eV

=====

Model S:
Density functional theory data (the ωB97M-V functional and the def2-TZVPD basis) for an isolated ion of composition C3H8N3S and charge +1.

Each line ends with the Löwdin charge.
Cartesian coordinates (Å):
1 H -1.867 0.438 -2.234  0.141
2 H -0.347 0.067 -2.454  0.073
3 H 0.900 1.627 -1.035  0.142
4 C 1.491 0.206 0.517  -0.139
5 C 0.637 0.712 -0.460  -0.086
6 N -1.092 -0.152 -1.864  0.134
7 S -1.597 0.182 2.009  0.945
8 H -1.000 1.430 1.865  -0.023
9 H -2.244 -0.986 0.001  0.123
10 H 0.118 -1.000 1.376  0.041
11 H 2.392 0.702 0.668  0.119
12 H 1.771 -0.926 2.050  0.114
13 C -1.441 -0.327 0.407  -0.479
14 N 1.164 -0.816 1.281  0.113
15 N -0.621 0.152 -0.556  -0.217

- Charge: +1
- Gap between HOMO and LUMO: 7.950 eV
- LUMO energy: -5.013 eV

=====

Tell me which of them is the least stable. Sure, it is model Q.

=====

Model P:
Density functional theory data (the ωB97M-V functional and the def2-TZVPD basis) for C5H5AlCl2InNO5 as an isolated structure.

Each line ends with the Löwdin charge.
Cartesian coordinates (Å):
1 Al 0.303 -0.359 0.651  0.335
2 Cl 0.969 3.595 0.040  0.219
3 O -1.942 7.555 2.115  0.261
4 H -0.181 -4.469 -0.100  0.199
5 C -1.741 6.504 1.712  0.034
6 C 1.170 -3.361 -1.336  0.041
7 O 0.481 -2.108 3.420  0.298
8 N -0.022 -4.300 -1.115  0.241
9 H 1.282 -3.186 -2.409  0.193
10 C 0.838 -2.145 -0.645  -0.437
11 O -0.708 7.730 -0.589  0.215
12 H 0.083 -5.183 -1.638  0.210
13 Cl -1.255 1.135 0.237  0.363
14 In -1.315 4.130 0.473  1.071
15 O -0.331 -2.096 -0.067  0.038
16 O 1.629 -1.131 -0.465  0.123
17 H -0.864 -3.830 -1.476  0.186
18 C -0.882 6.584 -0.533  0.006
19 C 0.430 -1.250 2.624  0.215
20 H 2.056 -3.815 -0.900  0.188

- Charge: +4
- Gap between HOMO and LUMO (alpha / beta): 6.544 / 6.544 eV
- LUMO energy (alpha / beta): -18.504 / -18.504 eV

=====

Model Q:
Density functional theory data (the ωB97M-V functional and the def2-TZVPD basis) for C5H5AlCl2InNO5 as an isolated structure.

Each line ends with the Löwdin charge.
Cartesian coordinates (Å):
1 O -0.752 0.411 1.849  0.121
2 C -1.867 -0.230 2.019  -0.437
3 O -3.008 3.506 0.924  0.303
4 C -2.293 -0.879 3.238  0.047
5 C 4.761 1.366 -6.044  0.072
6 O 5.037 1.709 -7.098  0.220
7 C -2.299 2.706 0.476  0.205
8 H -4.352 -1.066 2.593  0.193
9 H -3.877 -2.199 3.699  0.197
10 H -1.542 -1.585 3.604  0.184
11 Al -1.431 0.807 0.137  0.074
12 H -3.413 -2.365 2.099  0.199
13 O 7.886 -0.013 -4.391  0.249
14 Cl -0.881 0.275 -1.813  0.430
15 N -3.568 -1.681 2.868  0.237
16 Cl 5.685 -0.431 -1.490  0.325
17 O -2.688 -0.293 1.005  0.065
18 C 6.755 0.015 -4.248  -0.068
19 H -2.544 -0.126 3.997  0.190
20 In 4.390 0.072 -3.425  1.193

- Charge: +4
- Gap between HOMO and LUMO: 5.329 eV
- LUMO energy: -18.147 eV

=====

Tell me which of them is the least stable. Sure, it is model P.